Computed, not measured: the molecule C9H7NOS, with wB97M-V/def2-TZVPD.

## Properties
Structure (SMILES): N#C[C@@H]1SOCc2ccccc21
Orbital gap in hartree: 0.339
HOMO in eV: -9.09
Energy relative to the best compared isomer or geometry (same formula, charge and spin) in kJ/mol: 481.6
Multiplicity: 1

Each line ends with the Löwdin charge.
Positions of all 19 atoms, in Å:
N: 4.040 -2.353 1.103  0.17
C: 3.502 -1.618 0.392  -0.26
C: 2.695 -0.865 -0.502  -0.43
S: 3.085 0.992 -0.711  0.99
O: 2.322 2.087 0.392  -0.51
C: 0.941 2.236 0.601  -0.18
C: 0.473 0.698 0.359  -0.12
C: -0.978 0.645 0.514  -0.06
C: -1.709 -0.422 0.144  -0.11
C: -1.049 -1.540 -0.351  -0.08
C: 0.320 -1.601 -0.363  -0.05
C: 1.120 -0.474 -0.076  -0.17
H: 2.690 -1.294 -1.479  0.10
H: 0.970 2.663 1.677  0.16
H: 0.301 2.736 -0.054  0.08
H: -1.486 1.671 0.706  0.14
H: -2.826 -0.471 0.114  0.13
H: -1.673 -2.382 -0.546  0.10
H: 1.019 -2.439 -0.394  0.12